P:
Computed, not measured: C25H28N2O5S in the gas phase, with ωB97M-V/def2-TZVPD.

```
61
C25H28N2O5S, DFT ωB97M-V/def2-TZVPD
C 1.962 8.935 0.876
C 1.648 7.448 0.812
O 2.625 6.777 1.581
C 2.527 5.425 1.760
C 1.569 4.640 1.126
C 1.502 3.275 1.314
C 2.408 2.638 2.155
C 2.406 1.204 2.377
C 1.337 0.395 2.386
S 1.571 -1.344 2.626
C 0.442 -1.895 1.391
C 0.675 -3.119 0.781
C -0.167 -3.591 -0.205
C -1.251 -2.816 -0.607
C -2.191 -3.205 -1.701
O -2.790 -2.377 -2.360
N -2.353 -4.539 -1.872
C -3.154 -5.093 -2.934
C -2.289 -5.777 -4.014
C -1.739 -7.133 -3.555
C -2.885 -8.088 -3.902
C -3.636 -7.351 -5.027
O -3.047 -6.069 -5.167
C -1.475 -1.586 -0.001
C -0.657 -1.110 1.018
N -0.972 0.074 1.684
C -2.340 0.551 1.634
C -0.077 0.836 2.392
O -0.433 1.814 3.020
C 3.387 3.415 2.770
C 3.458 4.791 2.608
O 4.482 5.379 3.292
C 4.530 6.776 3.479
H 1.933 9.278 1.907
H 2.954 9.124 0.476
H 1.232 9.491 0.295
H 0.646 7.253 1.219
H 1.680 7.101 -0.230
H 0.859 5.101 0.458
H 0.757 2.705 0.782
H 3.376 0.754 2.547
H 1.533 -3.695 1.095
H 0.058 -4.534 -0.679
H -1.845 -5.178 -1.284
H -3.877 -5.804 -2.523
H -3.692 -4.261 -3.395
H -1.502 -5.079 -4.318
H -1.485 -7.151 -2.497
H -0.849 -7.381 -4.133
H -2.522 -9.059 -4.231
H -3.538 -8.242 -3.043
H -4.703 -7.248 -4.796
H -3.540 -7.855 -5.992
H -2.309 -1.006 -0.361
H -2.562 1.012 0.670
H -2.449 1.303 2.416
H -3.030 -0.272 1.815
H 4.114 2.959 3.424
H 5.350 6.939 4.178
H 4.736 7.305 2.546
H 3.603 7.156 3.913
```

Output
E_LUMO: 0.0137 Eh
SMILES: CCOc1ccc(/C=C2/Sc3ccc(C(=O)NC[C@H]4CCCO4)cc3N(C)C2=O)cc1OC
M: 468.575 g mol⁻¹
Charge: 0
HOMO level: -7.75 eV

Here are the Löwdin charges for atoms 1 to 5, given in e: atom 1 (C): -0.061, atom 2 (C): -0.256, atom 3 (O): -0.082, atom 4 (C): -0.179, atom 5 (C): 0.001

=====

Q:
Computed, not measured: C25H28N2O5S in the gas phase, with ωB97M-V/def2-TZVPD.

```
61
C25H28N2O5S, DFT ωB97M-V/def2-TZVPD
C -3.288 -3.954 -1.408
C -3.830 -2.602 -0.950
O -3.233 -1.518 -1.631
C -1.977 -1.118 -1.288
C -1.222 -1.606 -0.229
C 0.038 -1.096 0.033
C 0.580 -0.077 -0.742
N 1.852 0.451 -0.458
C 2.558 1.233 -1.452
C 1.924 2.622 -1.654
O 1.618 3.043 -2.752
N 1.747 3.290 -0.504
C 0.762 4.337 -0.382
C -0.627 3.703 -0.218
O -0.531 2.783 0.848
C -1.577 1.939 1.094
C -2.798 1.971 0.436
C -3.799 1.083 0.799
C -3.612 0.159 1.814
C -4.723 -0.755 2.241
C -2.375 0.123 2.450
C -1.367 0.994 2.098
S 2.653 0.355 1.005
O 1.814 -0.172 2.034
O 3.265 1.634 1.253
C 3.961 -0.817 0.639
C 5.270 -0.487 0.931
C 6.277 -1.397 0.652
C 5.962 -2.622 0.085
C 4.644 -2.942 -0.206
C 3.635 -2.034 0.072
C -0.170 0.394 -1.821
C -1.422 -0.118 -2.084
H -3.431 -4.065 -2.480
H -3.815 -4.754 -0.896
H -2.225 -4.036 -1.194
H -3.719 -2.484 0.134
H -4.892 -2.527 -1.199
H -1.596 -2.383 0.417
H 0.582 -1.479 0.878
H 2.569 0.706 -2.412
H 3.583 1.356 -1.099
H 2.042 2.839 0.355
H 0.779 4.947 -1.288
H 1.007 4.947 0.488
H -1.378 4.476 -0.005
H -0.897 3.184 -1.146
H -2.988 2.680 -0.354
H -4.744 1.121 0.277
H -4.332 -1.707 2.594
H -5.417 -0.935 1.423
H -5.281 -0.301 3.061
H -2.198 -0.599 3.234
H -0.401 0.953 2.576
H 5.478 0.476 1.369
H 7.303 -1.151 0.875
H 6.746 -3.331 -0.132
H 4.403 -3.896 -0.648
H 2.603 -2.259 -0.150
H 0.213 1.161 -2.471
H -2.000 0.257 -2.914
```

Output
E_LUMO: 0.0185 Eh
SMILES: CCOc1ccc(N(CC(=O)NCCOc2ccc(C)cc2)S(=O)(=O)c2ccccc2)cc1
M: 468.575 g mol⁻¹
Charge: 0
HOMO level: -7.84 eV

Here are the Löwdin charges for atoms 1 to 5, given in e: atom 1 (C): -0.059, atom 2 (C): -0.250, atom 3 (O): -0.051, atom 4 (C): -0.273, atom 5 (C): -0.010

=====

The winner here is Q, beating the second structure by 5.3 kcal/mol.

=====

P:
Computed, not measured: a gas-phase ion, C12H14N (charge +1), with ωB97M-V/def2-TZVPD.

```
27
C12H14N, DFT ωB97M-V/def2-TZVPD
C -2.421 -1.005 -0.084
C -1.007 -0.590 0.052
N -0.055 -1.510 -0.113
C -0.083 -2.924 -0.351
C 1.219 -1.089 -0.108
C 2.506 -1.319 -0.057
C 3.467 -0.461 0.171
C 3.459 0.875 0.308
C 2.109 1.371 0.217
C 1.032 0.613 0.052
C -0.447 0.823 0.125
C -0.904 1.601 -1.115
C -0.899 1.724 1.320
H -3.099 -0.071 0.074
H -2.674 -1.857 0.461
H -2.493 -1.214 -1.189
H 0.543 -3.268 -1.188
H -1.030 -3.470 -0.520
H 0.380 -3.483 0.506
H 4.276 1.396 0.522
H 2.026 2.417 0.206
H -0.011 2.273 -1.300
H -1.707 2.363 -0.833
H -1.221 1.027 -2.059
H -0.070 2.230 1.720
H -1.311 1.120 2.235
H -1.584 2.428 0.946
```

Output
E_LUMO: -0.1693 Eh
SMILES: CC1=[N+](C)c2c#cccc2C1(C)C
M: 172.251 g mol⁻¹
Charge: +1
HOMO level: -12.71 eV

Here are the Löwdin charges for atoms 1 to 5, given in e: atom 1 (C): 0.035, atom 2 (C): -0.095, atom 3 (N): -0.031, atom 4 (C): 0.004, atom 5 (C): -0.122

=====

Q:
Computed, not measured: 2 unconnected molecules or ions with the total composition C12H14N, with ωB97M-V/def2-TZVPD.

```
27
C12H14N, DFT ωB97M-V/def2-TZVPD
C 2.589 -2.067 -0.519
C 2.300 -0.884 -0.706
C -2.695 -1.817 -0.433
C -1.698 -2.272 0.431
C -2.731 -0.497 -0.769
C -0.618 -1.518 0.813
C -1.598 0.272 -0.435
C -0.554 -0.256 0.313
C -1.410 1.741 -0.803
C -0.235 2.127 0.298
C 0.415 0.765 0.685
C 1.785 0.207 -1.076
N 1.313 0.758 1.693
H 3.442 -2.536 -0.956
H -3.522 -2.419 -0.543
H -1.837 -3.180 1.045
H -3.333 -0.189 -1.577
H 0.309 -1.884 1.361
H -0.891 1.668 -1.723
H -2.245 2.275 -0.711
H 0.445 2.985 -0.123
H -0.555 2.338 1.410
H 2.228 1.146 -0.818
H 1.148 0.254 -1.945
H 1.831 -0.095 2.055
H 1.849 1.591 2.043
H 2.236 -2.748 0.195
```

Output
E_LUMO: -0.1701 Eh
M: 172.251 g mol⁻¹
Charge: +1
HOMO level: -12.87 eV

Here are the Löwdin charges for atoms 1 to 5, given in e: atom 1 (C): 0.061, atom 2 (C): -0.171, atom 3 (C): -0.028, atom 4 (C): -0.044, atom 5 (C): 0.017

=====

The winner here is Q, beating the second structure by 45.8 kcal/mol.

=====

P:
Computed, not measured: 13 unconnected molecules or ions with the total composition C4H34NO12, with ωB97M-V/def2-TZVPD.

```
51
C4H34NO12, DFT ωB97M-V/def2-TZVPD
C 1.269 0.320 0.059
N 0.282 1.398 0.500
C 1.117 2.723 0.226
C 2.426 2.301 0.710
C 2.703 0.790 0.680
H 0.961 -0.699 0.428
H 1.186 0.225 -1.121
H 0.170 1.124 1.545
H -0.645 1.525 0.113
H 0.821 3.712 0.719
H 1.087 2.739 -0.911
H 3.138 2.791 0.059
H 2.825 2.773 1.606
H 2.749 0.381 1.743
H 3.456 0.579 0.001
H -2.198 4.542 -0.910
H -3.282 4.079 0.162
O -2.947 3.948 -0.728
H -2.798 1.521 -0.063
H -2.330 0.831 1.083
O -2.330 1.740 0.780
H -0.931 3.512 -2.780
H -1.611 2.910 -1.567
O -0.733 2.946 -1.967
H 0.090 -4.971 1.071
H 1.477 -5.101 0.236
O 1.030 -4.849 1.021
H 0.159 -0.742 3.449
H -0.738 0.467 3.722
O -0.420 -0.002 3.042
H -1.868 -1.039 -3.762
H -1.894 -2.468 -4.268
O -1.888 -1.932 -3.454
H -4.055 0.784 -2.110
H -4.258 -0.202 -0.780
O -3.660 0.461 -1.247
H 2.081 -2.030 2.503
H 0.998 -2.854 3.065
O 1.243 -1.960 3.076
H -2.329 -1.568 0.547
H -1.886 -1.382 1.909
O -2.452 -0.979 1.307
H 4.416 -2.833 1.337
H 3.166 -3.269 0.707
O 3.496 -2.866 1.451
H -1.880 -0.037 -1.413
H -0.898 -1.113 -1.660
O -1.061 -0.374 -1.169
H 2.112 -1.811 -3.417
H 2.345 -3.519 -2.821
O 2.291 -2.524 -2.710
```

Output
E_LUMO: -0.0902 Eh
M: 288.311 g mol⁻¹
Charge: +1
HOMO level: -13.55 eV

Here are the Löwdin charges for atoms 1 to 5, given in e: atom 1 (C): -0.120, atom 2 (N): 0.043, atom 3 (C): -0.106, atom 4 (C): -0.245, atom 5 (C): -0.089

=====

Q:
Computed, not measured: 13 unconnected molecules or ions with the total composition C4H34NO12, with ωB97M-V/def2-TZVPD.

```
51
C4H34NO12, DFT ωB97M-V/def2-TZVPD
C -0.209 -0.711 -0.082
C 0.108 -2.139 -0.548
C 1.574 -2.395 -0.580
C 2.118 -3.530 -0.178
N -1.698 -0.437 -0.234
H 0.100 -0.588 0.957
H 0.352 0.035 -0.704
H -0.393 -2.937 0.065
H -0.357 -2.234 -1.618
H 2.174 -1.557 -0.973
H 3.172 -3.808 -0.244
H 1.583 -4.376 0.256
H -2.006 -0.564 -1.270
H -2.243 -1.044 0.432
H -1.854 0.525 0.097
H 0.894 -0.609 -3.243
H 0.567 -1.733 -4.231
O 0.193 -1.012 -3.719
H 3.069 -1.764 2.834
H 2.123 -1.973 1.716
O 2.372 -1.370 2.366
H -1.484 -0.772 -3.208
H -2.457 0.343 -2.952
O -2.263 -0.596 -2.760
H 2.016 1.788 0.102
H 2.245 2.865 -0.938
O 1.781 2.062 -0.756
H -1.005 0.949 3.590
H -2.271 1.403 4.284
O -1.983 1.019 3.418
H -2.133 1.820 1.890
H -3.091 2.591 0.932
O -2.260 2.109 1.001
H 2.563 0.251 1.802
H 3.284 1.628 2.016
O 2.473 1.219 1.686
H -2.395 2.642 -3.668
H -1.791 2.456 -2.308
O -2.425 2.073 -2.911
H 0.135 2.623 -0.917
H -1.185 2.739 -0.215
O -0.734 2.950 -1.031
H 2.871 0.627 -3.239
H 2.035 0.888 -1.952
O 2.317 0.166 -2.600
H 0.979 -0.209 3.639
H 1.234 1.137 2.968
O 0.657 0.735 3.623
H -2.469 -0.451 2.738
H -3.546 -1.613 2.498
O -2.737 -1.223 2.168
```

Output
E_LUMO: -0.0919 Eh
M: 288.311 g mol⁻¹
Charge: +1
HOMO level: -12.90 eV

Here are the Löwdin charges for atoms 1 to 5, given in e: atom 1 (C): -0.145, atom 2 (C): -0.189, atom 3 (C): -0.207, atom 4 (C): 0.007, atom 5 (N): 0.146

=====

The winner here is Q, beating the second structure by 86.1 kcal/mol.

=====

P:
Computed, not measured: 3 unconnected molecules or ions with the total composition C3H14N2O2, with ωB97M-V/def2-TZVPD.

```
21
C3H14N2O2, DFT ωB97M-V/def2-TZVPD
N -1.028 0.525 0.053
C -0.853 -0.600 -0.830
C 0.706 -0.918 -0.957
C -1.478 -1.916 -0.226
N -2.929 -2.175 -0.401
H -0.311 0.539 0.737
H -0.937 1.371 -0.489
H -1.119 -0.239 -1.862
H 1.332 -0.993 -0.007
H 0.612 -1.853 -1.548
H 1.256 -0.186 -1.469
H -1.132 -1.992 0.906
H -1.006 -2.754 -0.698
H -3.367 -1.483 -1.075
H -3.471 -1.904 0.466
H 1.664 3.721 1.309
H 0.675 3.363 2.584
O 1.327 3.151 1.968
H 2.630 1.215 0.530
H 3.990 1.701 0.903
O 3.437 1.428 0.104
```

Output
Multiplicity: 2
E_LUMO (spin up / spin down): 0.1324 / 0.1290 Eh
⟨S²⟩: 0.75
M: 110.157 g mol⁻¹
Charge: -1
HOMO level (spin up / spin down): 0.89 / -5.95 eV

Here are the Löwdin charges for atoms 1 to 5, given in e: atom 1 (N): -0.007, atom 2 (C): -0.458, atom 3 (C): -0.127, atom 4 (C): -0.279, atom 5 (N): -0.055

=====

Q:
Computed, not measured: 3 unconnected molecules or ions with the total composition C3H14N2O2, with ωB97M-V/def2-TZVPD.

```
21
C3H14N2O2, DFT ωB97M-V/def2-TZVPD
N 0.835 -1.067 0.360
C -0.030 -0.602 -0.765
C -0.525 -1.938 -1.577
C 0.403 0.588 -1.697
N 0.443 1.882 -0.818
H 0.541 -1.221 1.295
H 1.620 -0.460 0.457
H -0.946 -0.108 -0.369
H -1.263 -1.592 -2.375
H -1.016 -2.606 -0.807
H 0.437 -2.497 -1.986
H 1.541 0.428 -2.044
H -0.153 0.882 -2.618
H 1.267 1.806 -0.232
H 0.584 2.797 -1.303
H -0.518 -1.452 4.206
H -0.930 -2.599 3.344
O -0.451 -1.795 3.356
H -1.226 3.127 0.698
H 0.160 3.146 1.310
O -0.773 3.280 1.567
```

Output
Multiplicity: 2
E_LUMO (spin up / spin down): 0.1220 / 0.1231 Eh
⟨S²⟩: 0.75
M: 110.157 g mol⁻¹
Charge: -1
HOMO level (spin up / spin down): 1.15 / -5.38 eV

Here are the Löwdin charges for atoms 1 to 5, given in e: atom 1 (N): 0.015, atom 2 (C): -0.459, atom 3 (C): -0.115, atom 4 (C): -0.343, atom 5 (N): -0.114

=====

The winner here is P, beating the second structure by 9.1 kcal/mol.